# C15H24N2O2

C15H24N2O2 in the gas phase at a distorted geometry (the ωB97M-V functional and the def2-TZVPD basis, the Open Molecules 2025 dataset).

```
43
Properties=species:S:1:pos:R:3:forces:R:3:lowdin_charge:R:1
C -0.443417 2.561647 3.497918 0.18 0.07 0.13 -0.117
C 0.937721 3.204597 3.425813 -0.17 0.06 -0.19 -0.265
C 1.470028 3.342562 1.992171 0.31 -0.02 0.17 -0.223
C 2.447011 2.241539 1.574638 -0.38 0.03 -0.07 -0.223
C 1.828601 0.847090 1.511844 0.45 0.08 -0.11 -0.224
C 2.821101 -0.175162 0.960329 -0.25 -0.13 0.19 -0.209
C 2.296271 -1.611012 0.988046 0.11 0.07 -0.29 -0.198
C 1.151589 -1.850763 0.006609 0.38 0.05 0.35 -0.122
C 1.611503 -1.800895 -1.428788 -0.25 -0.01 0.20 -0.462
O 2.758274 -1.860382 -1.812940 0.18 -0.02 0.04 0.075
N 0.597560 -1.701181 -2.346637 0.06 0.05 -1.24 0.053
N -0.694050 -1.638920 -1.990303 -0.81 0.01 0.31 0.094
C -1.621587 -1.582163 -2.873790 0.79 -0.04 -0.45 -0.253
C -2.973854 -1.516774 -2.374705 -0.37 0.01 1.49 -0.230
C -3.450640 -1.504128 -1.083875 0.45 -0.02 -0.80 -0.007
C -4.854337 -1.434347 -1.181900 -0.30 0.02 -0.57 -0.057
C -5.136323 -1.409276 -2.515497 -0.51 0.02 0.79 -0.116
O -4.011829 -1.458311 -3.242257 0.36 -0.01 -0.44 0.037
H -6.063558 -1.359343 -3.051521 -0.05 0.00 -0.16 0.120
H -5.558781 -1.406647 -0.376170 -0.20 0.01 0.11 0.101
H -2.855068 -1.542609 -0.196729 0.19 -0.01 0.17 0.108
C -1.405939 -1.582020 -4.364202 0.10 0.00 0.22 -0.010
H -0.805880 -0.720649 -4.660511 0.04 0.03 -0.07 0.089
H -2.359398 -1.536794 -4.879611 0.04 0.00 -0.08 0.076
H -0.883282 -2.488773 -4.671383 0.04 -0.03 -0.06 0.089
H 0.877089 -1.689628 -3.327834 -0.02 -0.01 0.29 0.148
H 0.346343 -1.129186 0.137895 -0.04 -0.11 0.04 0.098
H 0.721140 -2.842745 0.166811 -0.13 0.04 -0.03 0.127
H 3.114657 -2.285005 0.728752 -0.03 -0.06 0.09 0.111
H 1.958890 -1.855631 1.997684 0.00 -0.05 0.01 0.111
H 3.734343 -0.130982 1.558719 0.07 0.05 -0.04 0.116
H 3.089486 0.084539 -0.064705 0.10 0.05 -0.02 0.111
H 1.522307 0.535757 2.512205 -0.13 -0.04 0.06 0.109
H 0.939485 0.885048 0.879286 -0.14 -0.01 0.03 0.111
H 3.290320 2.230146 2.269737 0.09 0.01 -0.01 0.114
H 2.843260 2.490099 0.586467 0.10 -0.02 -0.01 0.112
H 0.629717 3.362022 1.294860 -0.05 0.07 -0.08 0.107
H 1.991752 4.297798 1.897049 -0.06 0.03 -0.06 0.102
H 1.643791 2.621048 4.019904 0.08 0.03 0.08 0.103
H 0.874145 4.195145 3.882134 0.06 -0.04 0.06 0.099
H -1.170420 3.167326 2.960491 -0.10 0.03 -0.06 0.071
H -0.768503 2.479646 4.533272 -0.12 -0.05 0.07 0.067
H -0.439515 1.567313 3.060723 -0.06 -0.13 -0.06 0.056
```
Positions in Å, forces in eV/Å.

SMILES: CCCCCCCCC(=O)N/N=C(\C)c1ccco1
Total charge: 0
HOMO-LUMO gap: 8.60 eV
Max |F|: 1.5 eV/Å
HOMO level: -8.0 eV
Energy above the lowest of the compared OMol25 structures with the same formula, charge and spin: 3.602 eV

=====

# C15H25AgF2O7

A molecular structure, C15H25AgF2O7 at a distorted geometry (the ωB97M-V functional and the def2-TZVPD basis, the Open Molecules 2025 dataset).

```
50
Properties=species:S:1:pos:R:3:forces:R:3:lowdin_charge:R:1
Ag -0.253367 -0.939859 -2.750787 0.01 -0.77 -2.17 0.765
F -2.060947 -2.226142 -4.656381 0.33 0.48 1.01 -0.870
F 1.605671 -0.960956 -5.024533 -0.31 0.27 1.05 -0.874
C -2.790203 4.563204 -3.106147 -0.05 -1.16 -0.92 -0.067
C -1.802213 3.437640 -2.643153 -0.31 -0.42 1.45 -0.441
C -1.897683 3.336807 -1.071642 0.14 -0.91 0.08 -0.071
O -1.871615 2.104022 -3.184010 -0.47 2.43 0.55 0.036
H -3.775369 4.099763 -3.158893 -0.18 0.16 0.09 0.073
H -2.588925 4.959981 -4.101208 0.22 -0.34 -0.18 0.064
H -2.847202 5.454584 -2.481415 0.28 -0.38 0.51 0.065
H -0.769612 3.722046 -2.845468 0.27 0.06 -0.19 0.137
H -1.725415 4.255835 -0.511444 0.22 0.27 -0.50 0.066
H -1.214918 2.580021 -0.685363 0.41 0.11 -0.24 0.067
H -2.844648 2.961969 -0.683223 -0.49 0.10 -0.60 0.064
O -2.914468 -1.033993 0.196033 -0.88 0.19 1.59 0.113
C -3.607788 -0.825087 1.179334 -0.13 -0.41 -5.27 -0.534
O -3.147665 -0.840940 2.373588 2.57 -0.05 3.17 0.052
C -4.009442 -0.295648 3.336275 -2.99 -0.71 -0.04 -0.135
C -5.419116 -0.604414 2.656190 0.44 1.46 0.50 -0.134
C -5.065828 -0.438416 1.168526 -0.75 -0.45 0.90 -0.070
H -3.842102 0.763309 3.533033 0.18 0.06 -0.38 0.122
H -3.977776 -0.822193 4.290132 0.58 -0.15 -0.19 0.117
H -6.235465 0.043441 2.975508 0.20 0.27 0.12 0.102
H -5.755498 -1.605326 2.926643 0.35 -0.18 -0.31 0.108
H -5.098482 0.579454 0.779958 -0.18 0.19 0.31 0.127
H -5.763420 -1.023176 0.568929 0.68 -0.19 -0.37 0.128
O 0.465080 -3.699576 -0.716011 1.04 -1.59 1.76 0.100
C 1.172805 -4.212634 0.141319 -1.45 2.89 -1.74 -0.445
O 2.436537 -4.602382 -0.163181 0.31 0.42 0.71 0.018
C 3.251466 -4.735875 1.041413 -1.44 -0.75 -0.70 -0.142
C 2.207154 -4.920710 2.132114 0.36 0.48 1.40 -0.172
C 0.918269 -4.203984 1.658089 0.31 -1.87 -0.53 -0.056
H 3.877673 -3.882189 1.300593 0.08 0.15 -0.85 0.120
H 3.800349 -5.647149 0.803945 0.48 0.28 0.58 0.122
H 2.576626 -4.508525 3.071108 0.04 0.02 0.09 0.103
H 2.116414 -5.992090 2.311033 -0.70 0.05 -0.10 0.109
H 0.584691 -3.232034 2.021597 1.02 0.33 -0.12 0.124
H 0.052651 -4.797606 1.952033 -0.06 -0.34 -0.54 0.114
O 2.615836 0.462884 -0.956007 0.18 -0.85 0.78 0.112
C 3.506083 1.205652 -0.628553 -0.56 -5.53 -1.06 -0.570
O 3.335096 2.435455 -0.811454 -0.01 5.07 -0.89 0.086
C 4.489746 3.166779 -0.469662 0.83 1.20 1.22 -0.170
C 5.642775 2.191682 -0.447620 0.07 -1.11 0.50 -0.143
C 4.901668 0.850856 -0.119363 0.36 1.26 0.07 -0.040
H 4.288551 3.576643 0.520100 0.18 0.02 0.30 0.123
H 4.719774 4.043062 -1.075731 -0.64 -0.29 -0.59 0.128
H 6.384488 2.438747 0.311933 -0.01 0.12 -0.09 0.108
H 6.142055 2.158164 -1.415959 -0.09 -0.17 -0.01 0.116
H 4.801514 0.707705 0.956543 0.10 0.13 0.18 0.118
H 5.386196 -0.048795 -0.498760 -0.54 0.14 -0.37 0.124
```
Positions in Å, forces in eV/Å.

Total charge: -1
HOMO-LUMO gap (alpha / beta): 5.46 / 4.64 eV
Expectation value of S²: 0.754
Max |F|: 5.7 eV/Å
HOMO level (alpha / beta): -3.4 / -3.4 eV
Multiplicity: 2
Energy above the lowest of the compared OMol25 structures with the same formula, charge and spin: 3.795 eV

=====

# C15H25AgGeN2S

A molecular structure, C15H25AgGeN2S (the ωB97M-V functional and the def2-TZVPD basis, the Open Molecules 2025 dataset).

```
45
Properties=species:S:1:pos:R:3:forces:R:3:lowdin_charge:R:1
Ag 3.565468 -1.248701 -0.948996 0.11 -0.07 -0.28 0.851
C -2.994982 -0.838054 0.988667 -0.02 -0.40 0.31 -0.084
C -3.188024 -2.345211 0.881379 0.17 0.08 0.01 -0.225
C -1.932424 -3.114540 1.285781 -0.09 -0.05 -0.08 -0.255
C -0.754151 -2.820360 0.340900 0.17 0.15 0.13 -0.313
Ge -0.207286 -0.980554 0.539048 -0.26 0.00 0.04 1.156
C 0.616622 -0.376055 2.197941 -0.19 -0.10 -0.26 -0.303
C -0.346731 0.296554 3.185926 -0.05 0.22 -0.05 -0.271
C -1.026047 1.541895 2.606869 0.06 -0.14 0.08 -0.287
C -2.154060 2.058761 3.490831 0.04 0.01 0.00 -0.086
H -3.854980 -0.274533 0.627706 0.10 0.10 -0.11 0.116
H -2.165097 -0.458917 0.326835 -0.06 0.11 -0.13 0.017
H -2.798838 -0.526342 2.016873 0.04 0.00 -0.09 0.073
H -3.491185 -2.626897 -0.129394 -0.01 0.03 0.02 0.125
H -4.001831 -2.627783 1.550912 -0.03 0.02 -0.04 0.131
H -2.118382 -4.188315 1.269302 -0.05 0.02 0.02 0.125
H -1.667633 -2.856031 2.315559 0.04 -0.06 0.02 0.114
H -1.000779 -3.014083 -0.702483 -0.04 -0.06 0.00 0.082
H 0.111965 -3.433703 0.615320 -0.05 0.01 -0.03 0.082
H 0.000329 -0.132702 -0.721792 -0.04 0.01 0.03 -0.015
H 1.401298 0.323691 1.896423 0.02 -0.01 0.06 0.064
H 1.075018 -1.274015 2.622752 0.02 0.08 0.08 0.081
H 0.231273 0.575663 4.067526 -0.04 -0.03 0.07 0.128
H -1.101888 -0.417849 3.522800 0.03 -0.03 0.01 0.105
H -1.426761 1.301225 1.613122 0.00 0.13 -0.04 0.070
H -0.282109 2.328880 2.456940 0.02 -0.04 -0.04 0.119
H -2.938438 1.307331 3.614213 0.03 0.04 0.02 0.074
H -2.609770 2.952251 3.064575 0.02 -0.03 0.02 0.085
H -1.778662 2.315969 4.482479 -0.03 -0.01 -0.02 0.089
N 2.370746 -2.150090 -4.296042 0.02 0.15 -0.02 0.130
C 2.342532 -0.869982 -3.907288 -0.06 -0.10 -0.02 -0.687
N 2.496161 -0.469174 -2.661230 0.20 0.21 0.35 -0.068
C 2.388039 0.932079 -2.562709 -0.08 -0.04 0.01 -0.360
C 2.492051 1.677467 -1.393853 0.00 -0.07 -0.09 -0.078
C 2.371023 3.055362 -1.458587 0.00 -0.04 0.01 -0.058
C 2.157941 3.687901 -2.682352 0.01 0.06 0.00 -0.051
C 2.050632 2.956177 -3.852052 -0.02 0.00 -0.10 -0.051
C 2.153349 1.574977 -3.772290 0.03 -0.05 -0.01 -0.451
S 2.054842 0.393745 -5.056105 -0.03 0.03 -0.06 1.165
H 2.575874 -2.883909 -3.643665 0.02 -0.06 0.04 0.106
H 2.277125 -2.397496 -5.265871 0.02 -0.03 -0.03 0.119
H 2.674049 1.180090 -0.444478 0.00 0.03 0.12 0.070
H 2.446667 3.648956 -0.557068 0.03 -0.03 -0.02 0.117
H 2.086535 4.766504 -2.720770 -0.01 -0.03 0.00 0.122
H 1.900515 3.449817 -4.803654 -0.03 -0.01 0.04 0.126
```
Positions in Å, forces in eV/Å.

Total charge: +2
HOMO-LUMO gap: 6.39 eV
Max |F|: 0.5 eV/Å
HOMO level: -14.3 eV
Energy above the lowest of the compared OMol25 structures with the same formula, charge and spin: 0.202 eV

=====

# C15H25B2F8N3O2PSTl

A molecular structure, C15H25B2F8N3O2PSTl (the ωB97M-V functional and the def2-TZVPD basis, the Open Molecules 2025 dataset).

```
58
Properties=species:S:1:pos:R:3:forces:R:3:lowdin_charge:R:1
Tl -0.774835 -0.597587 -0.353772 -0.20 -0.28 -0.33 1.058
F -0.252277 -0.675215 2.161399 0.00 0.00 0.04 -0.259
P 0.363718 -1.232307 3.601197 -0.02 -0.01 0.01 0.164
F 0.980654 -1.759527 4.987740 0.00 0.00 0.00 -0.153
F 0.165601 -2.737732 3.073290 0.01 0.01 0.00 -0.146
F 1.851152 -1.201255 2.931646 -0.05 -0.04 0.07 -0.177
F 0.563260 0.303730 4.061246 0.02 -0.01 0.00 -0.158
F -1.124455 -1.230789 4.211533 0.01 0.00 0.01 -0.151
C 5.957326 -0.567872 -1.646238 -0.03 -0.04 0.06 -0.054
N 4.675799 -1.261118 -1.676414 0.02 0.05 -0.17 -0.217
C 4.538125 -2.179078 -2.796548 0.02 0.03 -0.01 -0.090
C 3.563184 -0.564650 -1.263358 -0.18 0.03 0.18 -0.665
S 2.201686 -0.372991 -2.279519 0.31 -0.12 -0.08 0.876
N 3.570760 -0.117345 -0.014766 0.07 0.04 -0.02 -0.159
C 2.553766 0.791646 0.510429 -0.04 0.04 -0.02 -0.059
C 4.414962 -0.703727 1.022091 -0.02 0.00 0.02 -0.025
H 6.050531 0.112407 -2.501410 0.01 -0.01 -0.02 0.095
H 6.763382 -1.299624 -1.700970 0.01 0.00 0.05 0.088
H 6.070390 0.008909 -0.733338 0.00 0.00 0.01 0.072
H 5.386979 -2.864224 -2.769008 0.01 0.01 -0.01 0.086
H 4.522180 -1.661846 -3.760968 0.00 0.00 -0.01 0.082
H 3.619808 -2.749606 -2.693149 -0.01 0.02 -0.01 0.078
H 1.905561 1.147952 -0.286350 0.06 0.04 -0.02 0.023
H 3.056306 1.636418 0.988258 0.02 -0.02 0.03 0.103
H 1.951976 0.272172 1.256247 0.06 0.00 -0.03 0.070
H 4.889590 -1.603450 0.643981 0.02 0.00 -0.01 0.095
H 3.771145 -0.964794 1.862193 0.03 0.04 -0.04 0.082
H 5.174183 0.004578 1.363207 0.01 0.02 -0.02 0.091
O -3.823447 -1.880685 -0.061595 -0.04 -0.02 0.00 0.128
B -3.062846 -0.773316 -0.453515 0.16 0.07 0.15 -0.515
O -3.915951 0.194443 -1.005151 -0.08 -0.06 -0.04 0.104
C -5.181386 -0.329784 -0.948545 0.10 0.07 -0.03 -0.210
C -6.365349 0.224002 -1.375114 -0.09 0.00 -0.03 0.004
C -7.517576 -0.544833 -1.199521 0.06 0.05 0.03 -0.102
C -7.460565 -1.808275 -0.622226 0.03 -0.02 0.02 -0.101
C -6.250145 -2.357710 -0.196166 -0.07 -0.02 0.01 0.006
C -5.124914 -1.587460 -0.372863 0.10 -0.06 0.01 -0.211
H -6.394920 1.205606 -1.827908 0.01 0.01 0.02 0.117
H -8.473516 -0.143617 -1.509947 0.00 -0.01 -0.02 0.094
H -8.373004 -2.376728 -0.497093 0.00 -0.01 0.00 0.094
H -6.190543 -3.339488 0.252958 0.00 0.00 0.00 0.119
C 0.078470 3.893672 -0.358917 -0.06 -0.04 -0.07 -0.076
C -0.723964 2.680016 0.142374 0.19 -0.03 0.32 -0.770
C -2.216054 2.937809 -0.108707 0.01 -0.18 -0.12 -0.058
C -0.498011 2.521899 1.655245 -0.05 -0.09 -0.09 -0.060
N -0.329495 1.513915 -0.596049 -0.16 0.32 -0.22 -0.036
H -0.169992 4.796276 0.207715 0.03 0.00 0.00 0.071
H -0.138374 4.067913 -1.414615 0.03 -0.01 0.00 0.071
H 1.148019 3.696716 -0.260230 0.00 0.03 0.02 0.065
H -2.523628 3.859823 0.390428 0.00 0.00 0.00 0.081
H -2.812546 2.107740 0.269060 -0.02 0.06 0.04 0.061
H -2.409306 3.027208 -1.179731 -0.02 0.03 0.01 0.082
H -0.825611 3.412532 2.199359 0.04 0.01 0.01 0.080
H 0.558800 2.349854 1.869861 -0.02 0.02 0.04 0.069
H -1.046247 1.657020 2.028906 -0.01 0.03 0.04 0.068
F 1.887347 -2.282040 -0.133348 -0.01 -0.04 0.03 0.082
B 0.997531 -1.852048 -1.073022 -0.21 0.01 0.32 -1.056
F 0.746789 -2.803512 -2.020283 -0.08 0.07 -0.11 0.046
```
Positions in Å, forces in eV/Å.

Total charge: -1
HOMO-LUMO gap (alpha / beta): 7.42 / 6.95 eV
Expectation value of S²: 0.757
Max |F|: 0.5 eV/Å
HOMO level (alpha / beta): -5.1 / -4.6 eV
Multiplicity: 2